No. 1
C43H123N9O22 | the ωB97M-V functional and the def2-TZVPD basis

Its energy above the lowest of the compared OMol25 structures with the same formula, charge and spin is 0.00 kJ/mol. Its HOMO energy is -8.4 eV. The calculation puts the orbital gap at 8.26 eV.

CARTESIAN COORDINATES (ANGSTROEM)
C1 4.927999 -3.590907 -1.100988
O1 4.782089 -4.639527 -1.660288
N1 4.771979 -2.517257 -1.695398
N2 5.186139 -3.291627 0.147362
H1 4.949999 -1.678117 -1.162248
H2 4.494199 -2.626267 -2.660308
H3 5.362869 -4.078737 0.755082
H4 5.342949 -2.366667 0.521482
C2 -0.073311 -1.301407 -5.447428
O2 0.433009 -0.694907 -4.208518
C3 -0.342211 -0.685097 -2.954288
C4 0.637269 -0.296567 -1.812168
N3 1.485139 -1.459357 -1.458308
C5 0.847149 -2.330077 -0.485028
C6 0.902999 -1.667697 0.968702
O3 -0.170541 -0.728777 1.124162
C7 0.009799 0.305383 2.094022
H5 -1.015671 -0.878457 -5.795528
H6 -0.309051 -2.326417 -5.161258
H7 0.701159 -1.183457 -6.205308
H8 -0.785811 -1.665007 -2.777928
H9 -1.087241 0.109293 -2.909938
H10 0.196599 0.315623 -1.025318
H11 1.416389 0.363083 -2.194178
H12 1.912649 -1.885227 -2.268228
H13 1.475519 -3.200927 -0.298278
H14 -0.035921 -2.872577 -0.822648
H15 1.936369 -1.345527 1.096982
H16 0.827169 -2.564557 1.583512
H17 -0.494691 1.131303 1.592572
H18 1.060469 0.578773 2.191242
H19 -0.558571 0.052503 2.989062
C8 -8.179931 -4.128267 -0.415308
O4 -7.199811 -4.046027 -1.534608
C9 -7.565911 -3.254847 -2.717678
C10 -6.277461 -2.890577 -3.536488
N4 -5.434801 -4.083477 -3.717478
C11 -4.011581 -3.766697 -3.831088
C12 -3.762401 -3.388537 -5.301398
O5 -3.910031 -1.980307 -5.474208
C13 -3.834621 -1.480197 -6.801958
H20 -8.457021 -5.167597 -0.238918
H21 -9.097041 -3.638287 -0.742328
H22 -7.895181 -3.567627 0.475022
H23 -7.918141 -2.270147 -2.410428
H24 -8.354551 -3.594687 -3.388988
H25 -5.850751 -2.036177 -3.011108
H26 -6.548441 -2.431497 -4.487238
H27 -5.652421 -4.883407 -3.140538
H28 -3.458281 -4.674247 -3.589618
H29 -3.761301 -2.901027 -3.217838
H30 -4.194631 -4.090297 -6.014698
H31 -2.676401 -3.469887 -5.347068
H32 -2.991241 -2.024497 -7.226878
H33 -3.651481 -0.407167 -6.858108
H34 -4.689491 -1.735787 -7.428038
C14 3.282529 9.361643 6.959252
O6 3.103929 8.094063 6.279452
C15 2.285389 7.206903 6.938762
C16 2.366579 5.727783 6.365332
N5 3.501469 4.989283 7.153182
C17 3.611979 3.551943 6.956182
C18 3.905659 2.971553 5.529892
O7 2.938539 3.308053 4.479872
C19 3.243549 2.843683 3.105282
H35 2.327729 9.773923 7.285562
H36 3.728629 10.103523 6.296902
H37 3.973969 9.255403 7.795152
H38 1.265169 7.565193 6.801342
H39 2.388369 7.297713 8.020072
H40 2.606949 5.782903 5.303592
H41 1.399139 5.238043 6.476262
H42 4.407359 5.348423 6.887712
H43 2.577119 3.232133 7.078172
H44 4.303669 3.113293 7.675392
H45 4.007739 1.895533 5.670882
H46 4.880119 3.382163 5.265452
H47 4.285689 3.082313 2.892902
H48 2.539119 3.366723 2.458522
H49 3.071249 1.775623 2.972382
C20 -3.080951 -12.144337 3.041912
O8 -1.894091 -11.488507 3.055012
C21 -1.815931 -10.449777 2.003742
C22 -0.489541 -9.760857 2.122122
N6 -0.697411 -8.636967 2.999022
C23 0.586049 -7.952207 3.495942
C24 0.122509 -6.962757 4.596352
O9 0.129219 -5.661647 4.012472
C25 -1.036591 -5.305707 3.308352
H50 -2.967231 -13.115627 3.523342
H51 -3.415261 -12.338527 2.022782
H52 -3.841281 -11.583797 3.585782
H53 -2.623181 -9.718357 1.965312
H54 -2.082841 -10.998747 1.100692
H55 0.023279 -9.584827 1.176542
H56 0.073909 -10.557647 2.607672
H57 -1.338931 -8.670067 3.778422
H58 1.154319 -7.430137 2.726132
H59 1.320219 -8.627547 3.935282
H60 0.734369 -6.904457 5.496522
H61 -0.831491 -7.263417 5.029462
H62 -1.704811 -4.700687 3.921162
H63 -1.589581 -6.137477 2.871932
H64 -0.823651 -4.682037 2.440132
C26 1.337389 3.250183 -0.935518
O10 2.605629 3.152243 -0.241458
C27 3.590099 4.179023 -0.461828
C28 4.520269 3.958263 -1.653478
N7 5.615319 3.081803 -1.434628
C29 6.759269 3.370513 -2.310448
C30 8.221589 2.967003 -1.953288
O11 8.626109 1.834693 -2.714888
C31 7.934529 0.667183 -2.307748
H65 0.711209 2.436293 -0.570028
H66 1.576209 2.918203 -1.945888
H67 0.831109 4.207833 -0.814378
H68 4.154649 4.135803 0.469572
H69 3.078519 5.136553 -0.559378
H70 4.826649 4.992863 -1.807898
H71 3.891229 3.567833 -2.453458
H72 5.327119 2.130773 -1.615128
H73 6.838559 4.416303 -2.607328
H74 6.522589 2.858773 -3.243298
H75 8.252469 2.778323 -0.880188
H76 8.749839 3.880663 -2.225818
H77 6.859629 0.706843 -2.484148
H78 8.074199 0.417633 -1.255938
H79 8.239849 -0.200997 -2.891828
C32 -6.536511 4.937793 -4.961678
O12 -5.861901 4.027773 -5.842178
C33 -5.760101 2.663403 -5.313248
C34 -4.344011 2.060333 -5.442868
N8 -3.429831 2.827523 -4.536408
C35 -2.113521 2.269283 -4.542368
C36 -1.515371 2.440663 -5.936848
O13 -0.231581 1.863863 -6.063658
C37 0.440869 2.172863 -7.294198
H80 -6.461731 5.964243 -5.320688
H81 -6.321111 4.908813 -3.893558
H82 -7.583491 4.639783 -4.905878
H83 -6.421121 2.009903 -5.882538
H84 -5.996591 2.696873 -4.249738
H85 -4.058061 2.071253 -6.494628
H86 -4.323431 1.044343 -5.048588
H87 -3.420501 3.781553 -4.867818
H88 -2.109081 1.234023 -4.201328
H89 -1.473651 2.892543 -3.917688
H90 -1.637891 3.469643 -6.274898
H91 -2.178971 1.897043 -6.609328
H92 -0.192291 2.201923 -8.180958
H93 1.063389 1.288883 -7.432618
H94 1.090319 3.040103 -7.413428
C38 0.069309 6.421823 1.301522
O14 -1.300881 6.832573 1.612802
C39 -1.380721 7.502533 2.831582
C40 -1.239081 6.668193 4.110582
N9 -2.276381 5.657743 4.321272
C41 -2.014441 4.487143 3.403212
C42 -2.858221 3.180383 3.703222
O15 -2.450091 2.712673 4.975192
C43 -3.268371 1.610133 5.484392
H95 0.221869 6.080543 0.277632
H96 0.312369 5.539173 1.893092
H97 0.782339 7.241293 1.391832
H98 -2.376591 7.926193 2.961412
H99 -0.682221 8.338953 2.855712
H100 -1.234951 7.296213 5.001462
H101 -0.236771 6.241353 4.146502
H102 -2.129351 5.350333 5.272052
H103 -0.975091 4.158743 3.403992
H104 -2.121981 4.700773 2.339772
H105 -2.722011 2.410613 2.943612
H106 -3.907611 3.472233 3.744532
H107 -3.086031 0.641353 5.019292
H108 -4.348121 1.758973 5.493282
H109 -2.807241 1.392373 6.447742
O16 -0.458581 -5.583687 -0.756608
H110 -0.501401 -5.905197 -1.657178
H111 -0.934211 -6.238287 -0.245228
O17 2.012659 -5.476167 0.391702
H112 1.129649 -5.782187 0.184622
H113 2.421969 -5.329537 -0.461058
O18 -2.595731 0.685463 -0.098688
H114 -2.137661 -0.046847 0.313772
H115 -2.226911 1.464413 0.317782
O19 2.547349 -4.582447 3.027702
H116 2.470179 -4.798117 2.098312
H117 1.850379 -5.085097 3.449382
O20 3.993849 -2.037537 3.165932
H118 3.537809 -2.854897 2.965472
H119 4.917369 -2.284117 3.216322
O21 3.424249 0.311443 0.051452
H120 3.089719 -0.367957 -0.533988
H121 2.907609 1.088323 -0.162518
O22 2.197439 1.179743 -4.948058
H122 1.562109 1.755033 -5.374228
H123 1.727939 0.355133 -4.822258

Forces on the atoms, in the same order (eV/Å):
0.20 -2.38 1.68
-0.25 -3.53 -0.25
-1.10 6.92 -5.27
1.35 -2.29 5.08
-0.46 0.43 -1.25
0.18 0.97 0.07
0.03 0.34 0.19
-0.22 -0.35 -0.16
-0.54 0.08 2.24
-0.59 -0.09 0.01
0.94 1.05 -0.22
1.63 -0.99 -2.18
-0.81 0.86 1.56
1.79 -0.11 1.22
-1.18 -1.90 -2.14
1.13 -0.60 0.17
-0.61 -0.17 -1.30
0.05 0.46 0.06
0.29 -0.40 -0.59
-0.04 -0.20 0.22
-0.11 -0.04 -0.01
-0.40 -0.24 -0.71
-0.25 -1.07 0.38
-0.43 0.58 -0.78
-0.42 -0.10 -0.07
0.57 0.04 -0.22
-0.93 0.77 0.26
-0.29 0.93 0.09
-0.56 0.23 0.84
0.02 0.54 0.46
-0.04 -0.21 0.50
0.56 0.13 0.38
-0.19 0.74 -2.24
-1.07 0.25 -0.03
0.96 1.16 0.48
-1.05 -1.44 1.06
-0.02 0.94 0.03
-2.06 -0.29 -1.49
2.79 0.64 1.09
-1.82 0.85 0.12
0.71 -1.51 0.01
0.49 0.02 0.19
-0.18 0.01 -0.11
0.67 -0.34 -0.08
-0.26 0.07 0.44
-0.02 -1.15 0.36
0.92 -0.34 0.41
-0.32 -0.34 -0.27
-0.09 0.60 0.41
0.28 0.23 0.05
0.43 -0.09 0.26
-0.58 0.47 -0.06
0.56 -0.66 -0.70
0.36 0.31 -0.63
-0.05 -0.11 0.50
-0.38 0.03 0.19
-0.06 -0.82 -0.45
1.72 1.62 -0.55
-1.68 -1.18 0.04
2.44 1.00 1.69
-0.83 0.46 -1.01
-2.53 0.03 -1.88
0.37 0.81 -0.38
0.54 -0.54 0.38
-0.16 0.44 1.91
-0.15 -0.12 0.19
-0.04 -0.39 -0.38
-0.17 -0.16 0.27
-0.64 -0.12 -0.27
0.57 -0.66 0.26
-0.11 0.00 -0.05
0.26 -0.23 0.31
-0.05 0.82 -0.16
-0.02 -0.66 0.87
-0.12 -0.07 -0.07
-0.10 -0.23 -0.28
0.32 -0.10 -0.53
-0.03 0.04 -0.30
0.26 0.14 0.04
0.13 -0.14 0.26
-1.37 -0.88 0.18
1.72 2.46 -0.80
-1.02 -1.65 -0.30
-0.75 -1.49 1.26
3.00 2.44 -0.45
-1.80 -0.79 1.08
0.73 0.24 -0.84
-0.40 0.06 0.51
-0.64 0.47 -0.60
0.09 0.01 0.12
-0.28 -0.03 -0.23
-0.40 0.04 -0.05
-0.34 0.22 1.10
0.93 -0.16 -0.57
-0.29 0.72 0.00
0.76 0.00 0.13
-0.01 -0.99 -0.35
-0.49 0.16 -0.26
-0.16 -0.66 0.05
0.63 -0.05 -0.38
-0.52 0.20 -0.39
-0.11 -0.14 0.29
0.11 -0.42 0.40
0.64 0.17 0.08
1.62 -1.08 -0.09
-0.82 0.03 0.27
-0.54 -1.11 0.49
-1.61 0.55 0.61
1.72 0.10 0.86
-0.16 -0.49 -1.03
-2.03 -0.06 -0.07
0.17 -0.02 0.49
-0.13 -0.34 -0.22
-0.06 0.21 0.48
-0.57 0.77 -0.59
0.20 0.06 -0.23
0.25 0.38 -0.08
-0.05 0.18 -0.01
0.53 -0.19 -0.74
-0.16 0.53 -0.61
-0.06 -0.07 0.28
-0.65 0.21 0.49
0.44 0.02 -0.57
0.41 -0.04 0.17
0.90 -0.70 -0.02
-0.28 0.44 0.00
0.20 0.22 0.23
0.50 0.28 -0.13
-1.01 -0.77 -0.12
0.75 -0.48 1.04
0.57 0.44 -0.23
-0.39 1.67 1.23
-1.50 -0.76 -0.73
1.43 1.19 -0.56
-0.78 -1.33 -0.51
0.31 1.56 -0.58
0.04 -1.60 -0.65
0.18 -0.27 -0.20
1.20 -0.18 0.00
-0.48 0.24 -0.51
-0.42 0.13 0.14
-0.25 -0.21 -0.03
0.02 -0.04 -0.09
-0.33 -0.18 -0.22
0.09 0.24 0.07
-0.03 0.10 -0.09
0.00 -0.32 0.64
0.68 0.43 0.24
0.10 -0.22 -0.38
-0.68 -0.05 0.22
0.30 0.16 -0.20
-0.14 0.43 1.05
-0.88 -0.17 0.15
1.43 -0.62 -1.23
-0.72 0.37 1.56
0.70 -0.14 -0.02
0.48 -1.03 -1.62
-0.57 -1.43 0.29
0.57 1.98 0.59
-1.21 -1.33 0.30
1.78 0.17 0.13
-0.96 0.20 -0.26
0.38 0.27 0.41
-0.03 0.08 0.61
-0.22 0.08 -0.74
0.30 0.09 0.09
-0.28 0.55 -0.23
0.37 -0.46 -0.16
-0.26 -0.46 0.09
0.50 0.03 0.66
-0.70 0.67 0.19
0.16 0.02 -0.25
-0.29 -0.09 -0.11
0.09 0.14 -1.05
0.10 0.55 0.17
-0.65 0.50 0.45
-0.09 0.08 0.09
0.02 -0.07 -0.34
-0.36 -0.20 0.21
0.54 -0.11 0.52
-0.39 0.14 -0.25
0.43 0.03 -0.27
-0.33 0.13 -0.32
0.38 -0.40 0.16
0.02 0.21 0.07
0.72 0.48 0.18
-0.08 -0.26 -0.67
-0.53 -0.01 0.31
0.24 0.62 -0.15
-0.50 -0.65 0.17
0.19 -0.02 0.14
0.72 -0.02 0.30
-0.62 -0.59 -0.37
0.00 0.67 0.00
1.26 0.49 -0.12
-0.24 0.01 0.27
-0.47 -0.19 0.42

No. 2
C43H30F15N6O4PRbS2 | the ωB97M-V functional and the def2-TZVPD basis

Its energy above the lowest of the compared OMol25 structures with the same formula, charge and spin is 292.10 kJ/mol. The charge is -1. Its HOMO energy is -3.5 eV. The calculation puts the orbital gap at 5.01 eV.

CARTESIAN COORDINATES (ANGSTROEM)
Rb1 -0.181739 -0.895911 0.351541
C1 -1.847086 -8.478266 2.143635
C2 -2.016505 -7.060737 1.786475
C3 -3.331308 -6.557958 1.597378
C4 -3.487196 -5.297818 1.022818
C5 -2.383731 -4.474838 0.589598
N1 -2.504660 -3.215256 0.114756
C6 -3.588884 -2.864846 -0.577529
C7 -4.130978 -3.708119 -1.617926
C8 -5.072378 -3.316898 -2.486011
C9 -5.610062 -2.038866 -2.356674
C10 -6.800716 -1.728897 -3.299466
C11 -5.231984 -1.283736 -1.243959
C12 -4.180495 -1.581988 -0.390524
N2 -3.765624 -0.664218 0.593017
C13 -4.369990 0.555050 0.859733
C14 -3.806180 1.102960 2.000788
C15 -2.930166 0.055786 2.467717
N3 -2.805653 -0.937482 1.566616
C16 -1.066539 -5.006097 0.709340
C17 -0.965671 -6.264189 1.420255
N4 0.019175 -4.683838 -0.162849
C18 1.164676 -5.375211 -0.339541
C19 1.874316 -4.772570 -1.364152
C20 1.017154 -3.782326 -1.805923
N5 -0.114980 -3.645053 -1.096457
H1 -1.452445 -8.952720 1.220967
H2 -2.800500 -8.949227 2.438399
H3 -1.077007 -8.697260 2.923052
H4 -4.256527 -7.164131 1.781854
H5 -4.479734 -4.888778 0.890501
H6 -3.666982 -4.694459 -1.671527
H7 -5.512888 -3.987829 -3.195324
H8 -6.403732 -1.047897 -4.107793
H9 -7.499730 -1.094284 -2.772970
H10 -7.209778 -2.661231 -3.665054
H11 -5.845163 -0.417615 -1.038777
H12 -5.121312 0.899319 0.193790
H13 -4.151483 1.969827 2.575050
H14 -2.373660 -0.007289 3.408609
H15 0.029461 -6.669136 1.578026
H16 1.468945 -6.222640 0.279338
H17 2.911981 -4.994808 -1.656437
H18 1.231082 -2.965874 -2.555663
F1 -0.457779 -0.835771 5.080621
C21 0.693461 -0.137637 5.423284
F2 0.314846 0.743368 6.359290
F3 1.655912 -0.948764 5.860604
S1 1.037018 0.680466 3.811818
O1 -0.247541 1.076264 3.194018
O2 1.983657 1.765572 3.819766
N6 1.562121 -0.711980 3.177016
S2 2.929758 -0.859672 2.255465
O3 4.146161 -0.500998 2.921041
O4 2.774887 -0.364454 0.932156
C22 2.761415 -2.741410 2.018619
F4 1.498704 -3.153161 1.782733
F5 3.618851 -3.208633 1.109684
F6 3.115904 -3.248285 3.223823
F7 -0.488744 7.916138 2.565291
C23 0.351308 7.027307 3.312873
F8 1.329579 7.887902 3.883751
F9 -0.386002 6.550525 4.325170
C24 0.842915 5.908135 2.462865
C25 0.274671 4.606456 2.580462
C26 0.393168 3.676973 1.547431
C27 1.218286 3.958450 0.419991
C28 1.909106 5.165947 0.403371
C29 1.662203 6.165365 1.362392
P1 1.425852 2.594909 -0.754464
C30 1.015966 3.480731 -2.332731
C31 0.614215 4.846078 -2.444151
C32 0.258914 5.313056 -3.672575
C33 0.230147 4.498569 -4.804578
C34 0.473556 3.125771 -4.640552
C35 0.962610 2.600008 -3.438289
C36 -0.134880 5.036841 -6.164053
F10 -1.416453 4.689226 -6.580702
F11 0.751144 4.421655 -7.112221
F12 -0.013963 6.413153 -6.237674
C37 3.232137 2.521185 -0.858036
C38 3.914799 2.219978 0.312528
C39 5.285137 1.837529 0.225859
C40 5.971290 1.898305 -1.009547
C41 5.260546 2.287656 -2.174143
C42 3.948562 2.653789 -2.067462
C43 7.384814 1.441232 -1.203581
F13 7.581610 0.916482 -2.498863
F14 8.306922 2.461421 -1.021523
F15 7.799847 0.398332 -0.374314
H19 -0.312627 4.396007 3.440221
H20 -0.024561 2.661051 1.685698
H21 2.554154 5.355733 -0.508924
H22 2.191737 7.124835 1.352843
H23 0.692118 5.644628 -1.666201
H24 -0.166041 6.337329 -3.795206
H25 0.427749 2.520898 -5.531969
H26 1.305123 1.550247 -3.332288
H27 3.402873 2.175502 1.281957
H28 5.615507 1.199470 1.037207
H29 5.789268 2.287984 -3.113746
H30 3.504788 3.139656 -2.940733

Forces on the atoms, in the same order (eV/Å):
-0.21 -0.34 0.09
1.04 -1.36 0.19
-1.62 1.06 0.29
-0.14 0.74 -0.89
0.55 -0.36 0.50
0.84 0.66 -0.43
0.05 -0.82 0.58
-0.26 0.46 -0.42
1.77 -0.55 1.60
-0.59 0.78 -0.07
-1.39 -0.39 0.19
2.18 1.72 0.51
-0.78 0.79 -0.96
0.02 -1.52 -1.27
0.52 1.61 1.77
1.25 -0.87 0.18
-0.41 -1.57 0.62
0.01 0.21 -1.14
-1.82 0.87 0.61
-1.16 -3.13 1.05
0.88 1.34 -1.06
-0.94 1.28 -0.51
0.45 0.04 0.30
0.58 -0.76 0.27
-0.16 2.79 -1.01
1.78 -1.94 0.72
-0.40 -0.34 0.52
0.47 0.14 -0.16
-0.60 0.32 -0.35
1.11 0.50 0.06
-0.03 0.03 -0.06
-0.17 0.19 -0.07
0.14 -0.34 -0.50
-0.57 -1.00 0.28
-0.66 -0.18 0.12
-0.30 0.16 -0.23
0.06 0.30 -0.14
-0.35 0.41 -0.17
0.31 -0.38 -0.54
-0.09 0.20 -0.74
-0.03 -0.11 -0.10
-0.36 0.52 -0.29
-0.90 0.09 -0.01
-0.28 -1.26 0.72
1.51 -0.01 1.05
-2.11 -0.11 -0.28
0.66 -0.41 -0.03
-0.97 0.84 -0.12
-0.01 -0.22 -3.47
1.48 -0.97 1.52
0.28 -0.42 0.95
1.35 0.63 -1.19
-2.06 -0.13 2.03
-0.01 -0.59 0.06
-0.51 0.49 -1.68
0.30 0.06 1.93
1.12 0.55 -0.42
-0.72 0.36 0.11
-0.09 -0.20 -0.54
1.52 -1.60 1.29
-0.27 2.15 0.60
-1.55 -1.71 -1.21
0.25 0.63 -0.25
-0.23 -1.32 -1.31
0.21 1.29 -0.82
0.94 -0.12 -0.05
-0.66 -0.17 2.07
0.26 0.79 -1.16
0.69 -0.14 0.20
-0.32 0.87 -0.50
-0.24 -0.17 0.33
0.98 -0.56 0.72
-1.36 1.39 -1.76
-0.47 -0.71 0.80
1.05 0.25 -0.59
-0.63 1.27 0.06
0.29 -0.59 -1.22
1.92 0.75 0.53
-1.75 1.65 1.37
-0.20 -2.21 -0.26
0.74 0.68 -0.13
1.20 -0.58 -0.45
-0.79 -0.41 -0.87
-1.30 -0.46 0.09
1.27 0.05 1.34
-0.67 0.35 -0.13
1.75 -1.44 -0.26
-0.17 1.17 1.83
-1.15 -1.32 -0.41
-0.81 1.70 -0.85
-0.41 -0.34 0.49
0.09 0.90 -0.15
-0.51 -0.01 1.49
-0.29 -0.32 -0.39
-0.28 -1.45 -0.32
0.85 -0.71 0.24
-0.04 -0.30 -0.04
-0.52 0.79 -0.17
0.23 -0.18 -0.47
0.70 0.65 0.28
-0.08 0.25 -0.14
-0.23 -0.62 0.23